# 1
# C36H65N11O12S

A 11-piece molecular cluster, C36H65N11O12S overall (wB97M-V/def2-TZVPD, the Open Molecules 2025 dataset).

Element x y z (Å)
C1 -0.051 -0.780 -1.932
C2 1.018 -0.620 -1.155
C3 1.231 0.537 -0.239
C4 0.779 0.471 1.082
C5 0.031 -0.743 1.586
O1 -0.847 -0.436 2.666
O2 -1.958 0.278 2.115
C6 1.015 1.522 1.957
C7 1.690 2.658 1.528
C8 2.126 2.733 0.209
C9 1.907 1.685 -0.686
C10 2.415 1.792 -2.098
S1 2.999 4.198 -0.281
C11 2.046 5.372 0.637
C12 1.732 6.622 0.123
C13 1.001 7.523 0.887
C14 0.573 7.164 2.157
C15 0.876 5.914 2.676
C16 1.613 5.016 1.914
N1 1.946 3.734 2.403
H1 -0.729 0.055 -2.084
H2 -0.235 -1.728 -2.423
H3 1.793 -1.385 -1.192
H4 -0.573 -1.151 0.776
H5 0.702 -1.509 1.978
H6 -1.822 1.164 2.483
H7 0.673 1.469 2.987
H8 2.035 2.716 -2.545
H9 2.129 0.930 -2.690
H10 3.500 1.900 -2.042
H11 2.050 6.890 -0.876
H12 0.760 8.490 0.464
H13 -0.003 7.864 2.750
H14 0.522 5.628 3.658
H15 1.534 3.568 3.312
C17 -3.402 8.045 3.527
C18 -2.904 6.638 3.292
N2 -3.538 5.937 2.313
O3 -1.989 6.159 3.931
H16 -2.578 8.738 3.368
H17 -3.733 8.131 4.560
H18 -4.225 8.318 2.867
H19 -4.287 6.320 1.769
H20 -3.221 5.002 2.123
C19 6.580 1.853 0.787
C20 6.442 1.526 -0.683
N3 7.545 1.049 -1.302
O4 5.384 1.691 -1.268
H21 5.861 1.257 1.347
H22 6.341 2.906 0.933
H23 7.580 1.657 1.171
H24 8.411 0.928 -0.814
H25 7.482 0.794 -2.282
C21 4.579 0.370 -4.919
C22 6.050 0.041 -4.933
N4 6.516 -0.610 -6.029
O5 6.780 0.339 -4.006
H26 4.464 1.448 -4.820
H27 4.125 -0.104 -4.052
H28 4.064 0.035 -5.819
H29 5.925 -0.868 -6.796
H30 7.493 -0.845 -6.060
C23 -5.224 -0.435 5.989
C24 -3.726 -0.445 5.822
N5 -3.264 -0.429 4.547
O6 -2.949 -0.473 6.767
H31 -5.510 0.440 6.569
H32 -5.515 -1.328 6.542
H33 -5.754 -0.415 5.044
H34 -3.862 -0.420 3.742
H35 -2.268 -0.438 4.401
C25 -0.903 -5.897 -2.448
C26 -0.051 -4.873 -3.159
N6 1.292 -5.014 -3.056
O7 -0.521 -3.952 -3.805
H36 -1.536 -6.396 -3.180
H37 -1.541 -5.383 -1.731
H38 -0.311 -6.645 -1.923
H39 1.728 -5.752 -2.536
H40 1.864 -4.346 -3.554
C27 2.165 -2.841 -8.094
C28 1.530 -3.298 -6.800
N7 0.359 -3.967 -6.917
O8 2.056 -3.081 -5.719
H41 3.155 -3.290 -8.170
H42 2.276 -1.758 -8.062
H43 1.575 -3.109 -8.966
H44 -0.075 -4.159 -7.804
H45 -0.080 -4.277 -6.062
C29 -1.823 -4.691 6.889
C30 -0.630 -3.950 6.333
N8 -0.870 -2.702 5.884
O9 0.482 -4.457 6.296
H46 -1.618 -4.958 7.924
H47 -1.967 -5.605 6.315
H48 -2.736 -4.098 6.852
H49 -1.770 -2.255 5.926
H50 -0.093 -2.174 5.524
C31 -10.060 0.125 5.102
C32 -8.899 0.923 4.559
N9 -9.189 2.175 4.117
O10 -7.768 0.476 4.519
H51 -9.846 -0.144 6.134
H52 -10.159 -0.788 4.518
H53 -11.002 0.672 5.067
H54 -10.113 2.560 4.144
H55 -8.436 2.732 3.751
C33 -3.186 -3.095 -9.134
C34 -1.951 -2.366 -9.604
N10 -2.153 -1.161 -10.194
O11 -0.832 -2.825 -9.460
H56 -3.104 -3.262 -8.061
H57 -3.234 -4.060 -9.635
H58 -4.104 -2.545 -9.337
H59 -3.064 -0.764 -10.318
H60 -1.347 -0.650 -10.512
C35 2.929 -3.137 3.041
C36 3.556 -4.512 3.114
N11 3.140 -5.293 4.140
O12 4.378 -4.891 2.299
H61 2.424 -3.038 2.081
H62 3.716 -2.388 3.098
H63 2.212 -2.964 3.844
H64 2.456 -4.994 4.818
H65 3.532 -6.215 4.217

## Properties
2S+1   1
SMILES string   C=Cc1c(COO)cc2c(c1C)Sc1ccccc1N2.CC(N)=O.CC(N)=O.CC(N)=O.CC(N)=O.CC(N)=O.CC(N)=O.CC(N)=O.CC(N)=O.CC(N)=O.CC(N)=O
Net charge   0
LUMO   0.22 eV

Atom charges from the Mulliken analysis, given in e for atoms 1 to 6: number 1, C, carries -0.77; number 2, C, carries -1.39; number 3, C, carries -0.21; number 4, C, carries 1.11; number 5, C, carries -0.80; number 6, O, carries -0.16



# 2
# C6H12O

A 2-piece molecular cluster, C6H12O overall at a distorted geometry (wB97M-V/def2-TZVPD, the Open Molecules 2025 dataset).

Element x y z (Å)
C1 2.253 -0.738 -0.256
C2 0.837 -0.410 0.152
O1 0.624 -0.336 1.531
C3 0.311 0.543 -0.855
C4 -0.122 -1.158 -0.638
H1 2.907 0.102 -0.022
H2 2.301 -0.928 -1.335
H3 2.561 -1.636 0.275
H4 0.846 0.570 1.779
H5 1.131 1.052 -1.392
H6 -0.613 1.004 -1.083
H7 0.129 -1.808 -1.458
H8 -0.975 -1.548 -0.054
C5 -1.762 1.447 0.646
C6 -2.353 0.272 0.467
H9 -1.158 1.653 1.524
H10 -1.817 2.246 -0.089
H11 -2.902 0.032 -0.441
H12 -2.265 -0.513 1.210

## Properties
2S+1   1
SMILES string   CC1(O)CC1.C=C
Net charge   0
Energy relative to the best compared isomer or geometry (same formula, charge and spin)   427.30 kJ/mol
LUMO   0.95 eV

Atom charges from the Mulliken analysis, given in e for atoms 1 to 6: number 1, C, carries -1.52; number 2, C, carries 1.41; number 3, O, carries -0.57; number 4, C, carries -1.03; number 5, C, carries -0.95; number 6, H, carries 0.39



# 3
# C3H10N2S

A 3-piece molecular cluster, C3H10N2S overall at a distorted geometry (wB97M-V/def2-TZVPD, the Open Molecules 2025 dataset).

Element x y z (Å)
N1 0.408 1.012 0.940
C1 0.850 -0.240 1.215
C2 0.149 -1.371 1.541
S1 -2.349 0.278 -0.264
C3 1.285 -0.176 -1.805
N2 2.372 0.340 -1.050
H1 -0.586 1.032 0.651
H2 0.927 1.468 0.201
H3 1.940 -0.314 1.265
H4 0.746 -2.094 2.074
H5 -0.921 -1.304 1.386
H6 -3.575 -0.239 0.009
H7 1.600 -0.622 -2.741
H8 1.255 -0.959 -0.964
H9 0.347 0.381 -1.897
H10 3.239 0.219 -1.583

## Properties
2S+1   1
Net charge   0
Energy relative to the best compared isomer or geometry (same formula, charge and spin)   704.43 kJ/mol
LUMO   -3.89 eV

Atom charges from the Mulliken analysis, given in e for atoms 1 to 6: number 1, N, carries -0.33; number 2, C, carries -0.14; number 3, C, carries -0.49; number 4, S, carries -0.57; number 5, C, carries -0.38; number 6, N, carries -0.43



# 4
# C24H30F6MgN7O12S

C24H30F6MgN7O12S as an isolated structure at a distorted geometry (wB97M-V/def2-TZVPD, the Open Molecules 2025 dataset).

Element x y z (Å)
Mg1 2.319 2.697 0.474
C1 -1.634 1.399 -0.323
F1 -1.428 2.484 -1.073
F2 -2.044 1.773 0.893
F3 -2.581 0.640 -0.849
S1 -0.060 0.423 -0.204
O1 0.951 1.405 0.191
O2 -0.368 -0.579 0.780
O3 0.118 -0.022 -1.573
C2 -5.690 -2.477 -2.303
C3 -4.941 -1.391 -1.552
O4 -4.455 -2.099 -0.432
C4 -5.330 -3.120 -0.167
O5 -5.345 -3.721 0.852
O6 -6.110 -3.347 -1.234
F4 -5.824 -0.423 -1.152
H1 -5.071 -3.061 -2.984
H2 -6.617 -2.152 -2.768
H3 -4.141 -0.939 -2.123
C5 1.215 -2.829 1.181
C6 2.645 -2.417 0.890
O7 2.878 -1.418 1.874
C7 2.048 -1.661 2.915
O8 2.125 -1.100 3.967
O9 1.167 -2.613 2.613
F5 2.765 -1.835 -0.326
H4 0.932 -3.870 1.033
H5 0.462 -2.269 0.621
H6 3.332 -3.252 1.032
C8 -1.684 -0.631 3.541
C9 -0.699 0.321 4.231
O10 -1.540 1.158 4.990
C10 -2.713 0.495 5.226
O11 -3.478 0.840 6.064
O12 -2.795 -0.579 4.443
F6 -0.018 1.112 3.353
H7 -1.304 -1.647 3.462
H8 -1.976 -0.337 2.536
H9 -0.003 -0.198 4.888
C11 5.807 -0.169 -0.799
C12 4.697 0.747 -0.532
N1 3.832 1.473 -0.355
H10 6.752 0.306 -0.549
H11 5.795 -0.437 -1.854
H12 5.666 -1.070 -0.204
C13 3.907 1.301 4.605
C14 3.280 1.645 3.347
N2 2.731 1.919 2.378
H13 4.422 0.351 4.496
H14 3.214 1.313 5.441
H15 4.629 2.099 4.808
C15 1.586 4.204 -3.948
C16 1.775 3.822 -2.565
N3 1.970 3.517 -1.481
H16 1.429 5.273 -4.071
H17 0.685 3.710 -4.323
H18 2.370 3.837 -4.608
C17 -1.278 0.508 -4.805
C18 -2.254 -0.522 -4.479
N4 -2.993 -1.353 -4.199
H19 -1.656 1.101 -5.639
H20 -0.339 0.067 -5.134
H21 -1.145 1.138 -3.927
C19 2.295 -1.061 -3.269
C20 2.253 -2.110 -4.277
N5 2.230 -2.945 -5.064
H22 1.546 -1.160 -2.489
H23 2.084 -0.137 -3.813
H24 3.273 -0.992 -2.801
C21 -0.944 4.371 3.019
C22 0.122 4.180 2.039
N6 0.973 4.014 1.291
H25 -0.852 3.642 3.824
H26 -1.904 4.223 2.528
H27 -0.881 5.363 3.462
C23 -1.772 -2.512 -1.873
C24 -1.584 -3.426 -0.751
N7 -1.465 -4.144 0.137
H28 -1.233 -2.898 -2.740
H29 -1.328 -1.534 -1.658
H30 -2.804 -2.414 -2.155

## Properties
2S+1   1
Net charge   +1
LUMO   -2.86 eV

Atom charges from the Mulliken analysis, given in e for atoms 1 to 6: number 1, Mg, carries 1.35; number 2, C, carries 0.04; number 3, F, carries -0.19; number 4, F, carries -0.15; number 5, F, carries -0.04; number 6, S, carries 0.20



# 5
# C3H8N2

A 2-piece molecular cluster, C3H8N2 overall at a distorted geometry (wB97M-V/def2-TZVPD, the Open Molecules 2025 dataset).

Element x y z (Å)
C1 1.061 -0.440 -1.441
C2 -0.217 -0.448 -1.792
N1 -1.205 -0.846 -0.838
H1 1.418 -0.615 -0.440
H2 1.804 -0.357 -2.227
H3 -0.667 -0.473 -2.768
H4 -0.899 -0.881 0.123
H5 -2.188 -0.627 -0.845
C3 0.185 1.270 1.783
N2 0.090 0.049 2.078
H6 0.065 1.584 0.762
H7 0.301 2.027 2.569
H8 0.252 -0.243 3.036

## Properties
2S+1   1
SMILES string   C=CN.C=N
Net charge   0
Energy relative to the best compared isomer or geometry (same formula, charge and spin)   255.68 kJ/mol
LUMO   1.12 eV

Atom charges from the Mulliken analysis, given in e for atoms 1 to 6: number 1, C, carries -0.85; number 2, C, carries 0.05; number 3, N, carries -0.48; number 4, H, carries 0.28; number 5, H, carries 0.24; number 6, H, carries 0.34



# 6
# C3H7NO

One molecule with the formula C3H7NO (wB97M-V/def2-TZVPD, the Open Molecules 2025 dataset).

Element x y z (Å)
C1 -1.775 0.675 0.212
N1 -0.367 0.617 -0.068
C2 0.140 -0.446 -0.522
C3 1.589 -0.666 -0.178
O1 2.116 0.448 0.476
H1 -1.819 0.513 1.295
H2 -2.366 -0.116 -0.276
H3 -2.193 1.664 0.011
H4 -0.448 -1.270 -0.953
H5 1.542 -1.539 0.500
H6 2.218 -0.953 -1.028
H7 1.364 1.073 0.531

## Properties
2S+1   1
SMILES string   C/N=C/CO
Net charge   0
Energy relative to the best compared isomer or geometry (same formula, charge and spin)   169.55 kJ/mol
LUMO   1.07 eV

Atom charges from the Mulliken analysis, given in e for atoms 1 to 6: number 1, C, carries -0.71; number 2, N, carries -0.41; number 3, C, carries 0.00; number 4, C, carries -0.36; number 5, O, carries -0.55; number 6, H, carries 0.29